A structure of composition C21H16IN9OPbS4, computed with wB97M-V/def2-TZVPD.

2S+1: 1

Last column: Mulliken charge in e.
CARTESIAN COORDINATES (ANGSTROEM)
1 Pb -0.536953 -0.022413 -1.742046  1.075
2 N -2.494714 4.334196 -2.060208  -0.435
3 C -1.817101 3.171862 -1.802467  0.510
4 S -2.023640 1.908302 -3.001811  -0.643
5 N -1.157633 3.136169 -0.695524  -1.055
6 N -0.472216 1.963427 -0.388195  0.570
7 C 0.051550 2.017123 0.788137  -0.565
8 C 0.880284 1.052780 1.464065  0.769
9 C 1.087979 1.295241 2.837220  -0.632
10 C 1.868295 0.479587 3.615652  -0.787
11 C 2.518532 -0.599555 2.997380  -0.587
12 C 2.363068 -0.845782 1.656661  -0.352
13 C 1.509131 -0.058668 0.843094  0.121
14 O 1.329841 -0.387930 -0.401289  -0.549
15 H -2.803550 4.487418 -3.002683  0.221
16 H -2.234001 5.136246 -1.510704  0.245
17 H -0.168116 2.926654 1.347023  0.359
18 H 0.600428 2.157452 3.280715  0.364
19 H 1.996119 0.674766 4.671042  0.424
20 H 3.159717 -1.246809 3.583667  0.413
21 H 2.870322 -1.672896 1.179534  0.489
22 S -0.706814 -3.807370 -1.617032  -0.022
23 C 1.000378 -3.819191 -1.271250  0.543
24 C 1.592537 -4.076847 -0.006735  0.014
25 N 2.029874 -4.292444 1.033782  -0.455
26 C 1.537076 -3.530987 -2.477570  0.534
27 S 0.121024 -3.382605 -3.482397  -0.045
28 C 2.885737 -3.370744 -2.892627  -0.074
29 N 3.976513 -3.243700 -3.231283  -0.414
30 N -3.370961 0.458592 5.251153  -0.312
31 C -2.755180 -0.645643 4.802670  0.051
32 S -2.372912 -1.896562 5.796755  -0.363
33 C -2.466212 -0.660569 3.330326  1.206
34 C -3.142797 0.160874 2.430770  -0.687
35 C -2.811166 0.115144 1.089142  -0.782
36 N -1.859112 -0.683089 0.608569  -0.074
37 C -1.220259 -1.477170 1.467437  -0.256
38 C -1.493893 -1.508550 2.823311  -0.607
39 H -3.594752 0.508962 6.230628  0.215
40 H -3.541824 1.260912 4.672019  0.182
41 H -3.941513 0.824684 2.733323  0.424
42 H -3.309572 0.761016 0.374463  0.384
43 H -0.428916 -2.095133 1.056745  0.146
44 H -0.937194 -2.157200 3.484481  0.431
45 I 4.722775 0.634657 -6.299965  0.131
46 C 2.870496 0.653990 -5.406105  -0.755
47 C 1.733666 1.274954 -5.869259  -0.131
48 N 0.768360 1.014956 -4.970032  0.077
49 N 1.210210 0.273513 -3.945319  0.050
50 C 2.491894 0.051345 -4.194830  -0.579
51 H 1.557163 1.869443 -6.748708  0.452
52 H -0.164920 1.404264 -4.920111  0.116
53 H 3.092951 -0.526673 -3.511616  0.645

Cartesian forces, eV/Å:
0.222 -0.467 0.182
-0.046 -0.016 -0.005
-0.004 -0.009 -0.106
-0.048 0.143 -0.046
0.046 -0.104 0.023
-0.103 0.168 -0.129
0.100 -0.057 0.004
-0.067 0.052 0.034
-0.017 0.017 0.007
0.026 -0.059 -0.049
-0.002 0.048 0.052
-0.051 -0.003 -0.084
0.055 -0.031 0.075
-0.143 0.074 -0.129
0.013 0.005 0.001
0.016 0.010 -0.008
0.023 0.001 0.008
0.000 0.002 -0.006
0.008 -0.003 0.003
-0.002 -0.008 -0.006
0.014 -0.028 0.020
-0.098 -0.113 -0.032
0.092 0.022 0.196
-0.076 0.081 -0.139
0.018 -0.033 0.033
0.178 0.052 -0.091
-0.070 0.029 -0.062
-0.122 -0.059 0.139
0.014 0.032 -0.047
-0.029 0.009 0.054
-0.032 -0.026 -0.082
-0.014 0.016 -0.050
-0.023 -0.004 0.083
-0.070 0.030 -0.012
0.097 -0.014 0.006
-0.032 0.023 -0.028
0.035 0.013 -0.023
0.107 0.019 -0.003
0.009 0.021 -0.004
0.063 0.006 -0.009
-0.007 -0.026 0.035
-0.007 -0.012 -0.006
-0.013 0.010 0.003
-0.013 0.001 -0.004
0.009 -0.011 0.004
-0.007 0.015 -0.003
0.000 -0.024 0.046
-0.065 0.072 -0.011
0.022 0.234 0.131
-0.020 -0.109 -0.021
-0.012 -0.001 -0.004
0.019 -0.001 0.057
0.009 0.009 0.006

A structure of composition C21H16N6OsS in a non-equilibrium geometry, computed with wB97M-V/def2-TZVPD.

charge: +4
2S+1: 1

Last column: Mulliken charge in e.
CARTESIAN COORDINATES (ANGSTROEM)
1 Os 0.440928 -0.152501 0.284774  0.562
2 C -4.080651 0.182211 3.741027  -0.324
3 C -3.757139 -0.522924 2.529056  -0.953
4 C -2.573316 -0.282792 1.917105  -0.256
5 C -1.668800 0.658541 2.491463  0.994
6 C -2.000999 1.385786 3.688708  -0.112
7 C -3.181633 1.132731 4.309185  -0.806
8 N -0.432478 0.884770 1.843824  0.366
9 N 0.206704 1.894893 2.307886  -0.273
10 C 1.315731 2.223091 1.579935  0.286
11 C 2.091504 3.291462 1.997584  -0.365
12 C 3.182512 3.669823 1.221468  -0.350
13 C 3.457333 2.957793 0.067954  -0.785
14 C 2.652688 1.872523 -0.294099  0.213
15 N 1.597704 1.510895 0.429556  -0.233
16 H -5.036958 -0.000774 4.221588  0.449
17 H -4.468790 -1.221208 2.108853  0.437
18 H -2.345057 -0.758852 0.978337  0.351
19 H -1.307496 2.115814 4.079043  0.488
20 H -3.444198 1.649498 5.219583  0.447
21 H 1.831890 3.801560 2.917227  0.532
22 H 3.803157 4.505422 1.516903  0.492
23 H 4.290108 3.230234 -0.567681  0.437
24 H 2.856864 1.301675 -1.187684  0.464
25 N 1.980998 -2.850807 -2.518949  0.080
26 C 1.699288 -1.907758 -3.510465  0.592
27 C 1.876163 -1.923416 -4.849766  -1.004
28 C 1.436212 -0.768792 -5.527934  -0.313
29 C 0.823734 0.360076 -4.847639  -0.852
30 C 0.665708 0.368223 -3.508593  -0.485
31 C 1.111837 -0.786521 -2.813732  0.897
32 N 1.070004 -1.088472 -1.491567  -0.208
33 C 1.584424 -2.353472 -1.356257  0.527
34 C 1.565875 -2.934765 -0.063181  -0.066
35 C 2.001279 -4.149067 0.378114  -0.158
36 S 1.634156 -4.339947 2.015196  0.119
37 C 0.906508 -2.799822 2.047951  -0.088
38 N 0.938259 -2.157499 0.912461  -0.173
39 H 2.412557 -3.754179 -2.670071  0.288
40 H 2.321736 -2.755131 -5.380729  0.506
41 H 1.560701 -0.719511 -6.604606  0.479
42 H 0.484770 1.200755 -5.438078  0.470
43 H 0.202831 1.201750 -2.996105  0.471
44 H 2.521225 -4.925514 -0.171943  0.395
45 H 0.462586 -2.405811 2.952196  0.460

Cartesian forces, eV/Å:
0.061 -0.948 -1.346
0.684 -0.047 -0.575
-0.925 0.441 1.394
1.018 0.678 0.271
0.260 -0.053 -0.079
0.670 -0.341 -0.902
-1.046 -0.832 -0.382
-1.004 0.182 1.389
0.246 -0.433 -0.705
0.267 0.233 0.044
-0.201 -0.084 0.017
0.072 0.007 -0.065
-0.096 -0.183 -0.352
0.605 0.469 -0.333
-0.585 -0.755 0.971
0.080 -0.006 -0.050
-0.043 0.065 0.043
0.127 -0.158 -0.332
-0.008 -0.074 0.066
-0.078 0.030 0.057
-0.023 -0.019 -0.020
0.041 0.027 0.018
-0.001 -0.053 0.000
0.071 -0.077 -0.019
-0.040 0.159 0.529
-0.396 0.596 0.459
0.146 -0.148 -0.326
-0.484 0.961 0.399
0.466 -0.643 -1.266
-0.027 0.045 0.503
0.161 -0.737 0.720
-0.387 1.915 0.105
0.470 -1.370 -0.107
-0.121 0.289 -0.356
0.130 -0.269 0.102
-0.068 -0.165 0.174
-0.124 0.017 0.413
0.110 1.308 -0.328
0.013 -0.123 -0.044
0.008 0.018 -0.066
-0.047 0.022 -0.008
0.049 -0.032 -0.105
-0.028 -0.017 0.021
-0.049 0.033 0.041
0.029 0.069 0.029

A structure of composition C21H17Br2F3NO3Rh, computed with wB97M-V/def2-TZVPD.

⟨S²⟩: 6.044
2S+1: 5

Last column: Mulliken charge in e.
CARTESIAN COORDINATES (ANGSTROEM)
1 Rh -0.603048 -0.255263 0.263129  0.623
2 C -1.720794 -3.128022 -1.462505  -1.322
3 C -0.318359 -2.814306 -1.860458  0.740
4 C 0.428721 -3.718335 -2.640987  -1.039
5 C 1.716910 -3.432072 -2.995043  -0.814
6 C 2.288025 -2.218520 -2.571120  1.086
7 C 3.612761 -1.784583 -2.889385  0.121
8 Br 4.731586 -2.867493 -3.922346  -0.154
9 C 4.112652 -0.566801 -2.455639  -0.395
10 C 3.338557 0.270234 -1.680568  -0.260
11 Br 4.000180 1.901580 -1.090573  -0.080
12 C 1.997084 -0.096461 -1.284055  0.556
13 O 1.309259 0.636695 -0.559384  -0.053
14 C 1.485835 -1.384573 -1.784856  0.058
15 N 0.225089 -1.677874 -1.441646  -0.173
16 H -2.182021 -3.793049 -2.191307  0.508
17 H -2.308372 -2.217640 -1.363674  0.177
18 H -1.710287 -3.633763 -0.494163  0.211
19 H -0.035973 -4.642077 -2.956951  0.448
20 H 2.293986 -4.123209 -3.593130  0.372
21 H 5.117980 -0.276363 -2.724709  0.445
22 F 1.367935 -2.236135 1.226606  -0.283
23 C 0.098829 -1.816209 1.571562  0.280
24 F 0.206227 -1.474331 2.888241  -0.250
25 F -0.647228 -2.964412 1.571405  -0.260
26 C 0.902608 3.387791 3.517706  -1.540
27 C -0.123661 2.803460 2.589078  0.640
28 C -0.240034 3.272511 1.279598  -0.876
29 C -1.138730 2.720588 0.385529  1.651
30 C -1.253446 3.233317 -1.023908  -1.641
31 C -1.951219 1.648508 0.811070  -1.166
32 C -1.870103 1.180914 2.135118  1.962
33 C -2.809593 0.117233 2.646099  -1.963
34 C -0.948556 1.770090 3.002121  -0.552
35 C -2.931138 1.022154 -0.178328  0.156
36 O -4.010998 1.511861 -0.420433  -0.641
37 O -2.448135 -0.073473 -0.718028  -0.641
38 H 1.060236 4.447477 3.317298  0.392
39 H 1.863014 2.881724 3.396585  0.280
40 H 0.601878 3.276014 4.559010  0.391
41 H 0.395570 4.087396 0.950811  0.359
42 H -0.609418 4.098486 -1.173695  0.417
43 H -2.282602 3.511542 -1.251227  0.371
44 H -0.960943 2.466188 -1.745079  0.304
45 H -3.707310 0.582984 3.058218  0.429
46 H -2.332478 -0.469468 3.429539  0.387
47 H -3.134945 -0.561398 1.857159  0.350
48 H -0.875533 1.397087 4.017312  0.390

Cartesian forces, eV/Å:
0.307 -0.255 0.122
-0.016 -0.023 -0.029
0.028 0.002 0.033
-0.004 -0.007 -0.023
-0.015 0.012 0.032
-0.009 -0.020 -0.031
-0.048 0.056 0.060
0.037 -0.039 -0.039
0.020 0.001 -0.001
-0.104 -0.118 -0.029
0.042 0.075 0.024
0.033 -0.014 -0.017
0.032 -0.005 0.016
0.006 0.121 0.068
0.032 -0.061 -0.089
-0.011 -0.003 0.010
-0.004 0.024 0.008
-0.006 0.027 -0.001
-0.003 0.002 -0.003
-0.001 0.004 -0.008
-0.001 0.012 0.007
-0.001 -0.014 0.011
0.047 0.033 -0.024
-0.007 0.010 0.003
-0.009 -0.015 -0.001
0.013 0.015 0.047
-0.005 0.007 -0.053
0.007 0.011 0.070
-0.055 -0.096 -0.074
0.032 0.013 -0.015
-0.067 0.262 0.026
-0.081 -0.114 -0.048
-0.018 0.024 -0.001
0.042 0.004 -0.064
-0.161 -0.284 -0.175
0.086 0.063 0.065
-0.121 0.274 0.118
-0.002 0.002 -0.005
-0.001 -0.004 -0.013
0.001 0.000 -0.001
0.004 0.006 -0.005
-0.002 0.003 0.002
-0.007 0.007 0.007
-0.020 -0.009 0.004
0.009 0.010 0.012
-0.006 -0.005 0.006
0.009 0.009 -0.007
-0.003 -0.001 0.007

An isolated molecule of C21H17BrF5NO2 in a non-equilibrium geometry, computed with wB97M-V/def2-TZVPD.

SMILES string: OCCCc1cc(F)c(OCc2c(C(F)(F)F)ccn2-c2ccc(Br)cc2)c(F)c1
2S+1: 1

Last column: Mulliken charge in e.
CARTESIAN COORDINATES (ANGSTROEM)
1 F -0.536614 -1.259792 -1.435263  -0.338
2 F -0.008097 0.180490 3.100566  -0.356
3 F -1.820529 3.960756 0.874986  -0.250
4 F -2.923511 3.814638 -0.934019  -0.297
5 F -2.280989 1.863993 0.145618  -0.161
6 Br 7.275707 0.904279 -1.499307  -0.176
7 O 0.865990 0.342468 0.457177  -0.438
8 O -3.028560 -5.277001 0.042311  -0.563
9 C -0.484610 3.820193 -2.300781  -1.307
10 C 0.811155 3.611722 -2.646357  -0.292
11 C -0.727342 3.149942 -1.015166  0.964
12 C 0.453075 2.506974 -0.686830  0.031
13 C 5.114375 2.782552 -1.655275  -0.569
14 C 4.389657 0.486151 -1.420022  -0.542
15 C 3.782189 3.186477 -1.681141  -0.473
16 C 3.052474 0.905177 -1.542000  0.184
17 C -1.929876 -2.011914 0.213577  -0.585
18 C -1.705048 -1.365509 2.525403  -0.721
19 C -0.904289 -1.158809 -0.153717  0.582
20 C -0.681555 -0.502418 2.150251  0.618
21 C 5.440901 1.408453 -1.522215  -0.040
22 C -0.229693 -0.410351 0.833210  0.103
23 C 2.722780 2.253220 -1.664124  -0.264
24 C -2.356906 -2.121204 1.550903  0.608
25 N 1.380837 2.718527 -1.709351  0.352
26 C -1.971458 3.179586 -0.199794  0.763
27 C 0.747557 1.759074 0.624525  -1.485
28 C -2.168134 -5.166211 1.170798  -0.526
29 C -3.431256 -3.081594 1.954046  -1.381
30 C -2.812825 -4.431634 2.352985  -0.596
31 H -2.598457 -5.724257 -0.721636  0.314
32 H -1.176400 4.376862 -2.918346  0.473
33 H 1.305765 3.969437 -3.521731  0.482
34 H 5.860728 3.544249 -1.739462  0.441
35 H 4.628652 -0.562480 -1.304744  0.437
36 H 3.538548 4.217588 -1.776003  0.502
37 H 2.277065 0.110400 -1.535112  0.310
38 H -2.400112 -2.646689 -0.554973  0.436
39 H -2.005383 -1.370332 3.568431  0.459
40 H 1.648928 2.108107 1.076258  0.562
41 H -0.064040 1.984943 1.339912  0.452
42 H -1.894475 -6.188348 1.466918  0.367
43 H -1.321284 -4.606736 0.838661  0.359
44 H -4.126385 -3.203442 1.132213  0.397
45 H -4.029915 -2.683601 2.789442  0.419
46 H -3.573385 -5.107465 2.745040  0.400
47 H -2.105255 -4.266471 3.184133  0.345

Cartesian forces, eV/Å:
0.615 0.860 -0.019
-0.176 0.065 -0.214
-0.326 -0.776 0.870
-0.426 -1.294 0.555
-0.669 2.147 0.076
-0.475 -0.038 0.050
-0.335 -0.305 0.324
-0.714 -0.065 -0.671
-0.385 -0.210 1.197
-0.133 -1.396 1.026
1.474 0.179 -1.620
-0.251 -0.344 0.244
-0.548 -1.015 0.090
0.486 0.654 -0.368
-0.177 -1.245 -0.272
-0.273 -0.841 0.077
-0.661 -0.424 0.387
0.109 0.624 -0.311
-0.505 -1.010 1.389
0.144 -0.708 -0.269
-1.136 1.034 0.006
0.195 0.386 -1.270
1.257 0.218 0.203
0.505 0.647 -0.290
-0.814 0.775 0.350
1.159 0.081 -1.576
-1.206 0.404 -0.760
0.179 -0.506 0.025
-0.183 -0.134 0.269
-0.599 -0.417 -0.354
-0.192 0.502 1.178
-0.046 -0.001 0.350
0.485 -0.176 -0.220
0.486 0.107 0.039
-0.139 -0.014 -0.021
-0.075 0.723 0.017
0.497 0.868 0.060
0.255 0.436 0.393
0.026 -0.153 -0.092
0.837 0.187 0.148
0.334 -0.050 -0.431
0.291 0.330 0.217
1.059 0.225 0.040
-0.097 -0.222 -0.207
0.364 -0.061 -0.167
-0.278 0.162 0.104
0.061 -0.212 -0.553

Electronic energy: -94183.360; -44233.170; -180930.130; -111267.149 (eV)